(1)
DFT (ωB97M-V/def2-TZVPD) results for a 2-piece molecular cluster, C2H5NOS overall.

Cartesian coordinates (Å):
C 1.113 -0.459 0.698
C -1.293 -0.225 0.130
N 1.889 0.732 0.327
O 1.684 -0.436 -0.513
S -1.251 0.944 -1.151
H 1.297 -1.098 1.598
H -1.608 0.154 1.078
H -1.611 -1.332 0.028
H 1.370 1.583 0.103
H -1.590 0.140 -2.297

Atoms 1-6, force components in eV/Å:
C -2.4 2.2 -0.3
C 2.1 -2.4 0.7
N 0.5 -1.1 2.4
O 0.1 -0.6 -1.0
S -0.6 -1.2 -1.5
H 0.3 0.4 -1.1

HOMO level (alpha / beta): -7.79 / -7.93 eV
LUMO level (alpha / beta): 0.52 / 0.43 eV
Spin multiplicity: 1

(2)
DFT (ωB97M-V/def2-TZVPD) results for one molecule with the formula C2H5NOS.

Cartesian coordinates (Å):
C 0.851 0.045 -0.026
C -0.289 -0.888 -0.048
H -0.569 1.320 -0.225
H 1.110 1.954 -0.162
H -0.333 -1.605 -0.835
H -0.284 -1.569 0.790
H -1.847 0.004 0.725
N 0.386 1.250 -0.012
O -1.495 -0.211 -0.156
S 2.470 -0.300 -0.049

Atoms 1-6, force components in eV/Å:
C 1.5 -1.3 -0.3
C -0.4 -1.9 0.4
H -1.3 0.9 -0.4
H -0.8 0.1 0.2
H 0.8 -0.2 -1.1
H 0.2 0.1 0.8

HOMO level: -8.34 eV
LUMO level: 0.48 eV
Structure (SMILES): NC(=S)CO
Spin multiplicity: 1

(3)
DFT (ωB97M-V/def2-TZVPD) results for a 2-piece molecular cluster, C2H5NOS2 overall.

Cartesian coordinates (Å):
C -0.804 0.913 1.727
C 0.247 0.568 -1.260
N -0.262 -0.067 1.025
O -0.951 2.044 1.326
S 0.633 -1.032 -1.642
S -0.092 -1.653 1.211
H -1.101 0.625 2.762
H -0.727 0.967 -1.441
H 1.060 1.215 -1.006
H -0.605 -1.484 -1.895
H 1.213 -1.705 1.584

Atoms 1-6, force components in eV/Å:
C -0.4 -0.1 1.4
C -0.3 -1.8 1.8
N 0.9 0.3 -2.8
O -0.1 0.6 -0.3
S 0.1 0.6 -0.4
S 0.0 -0.1 0.6

HOMO level (alpha / beta): -8.52 / -8.52 eV
LUMO level (alpha / beta): -0.63 / -0.64 eV
Spin multiplicity: 1

(4)
DFT (ωB97M-V/def2-TZVPD) results for one molecule with the formula C2H5NS.

Cartesian coordinates (Å):
C 1.112 -0.355 -0.138
C -1.399 0.617 -0.007
N 2.374 -0.373 0.080
S 0.243 1.174 -0.574
H 0.343 -1.143 -0.146
H -2.033 0.137 -0.775
H -1.976 1.461 0.323
H -1.210 -0.221 0.769
H 2.546 -1.298 0.467

Atoms 1-6, force components in eV/Å:
C 0.4 1.6 -0.5
C 0.2 -2.2 0.1
N -2.2 -0.4 0.2
S 0.2 -0.7 0.1
H 0.8 -0.3 0.5
H 0.6 0.2 -0.1

HOMO level: -8.99 eV
LUMO level: 0.90 eV
Structure (SMILES): [H]/N=C/SC
Spin multiplicity: 1

(5)
DFT (ωB97M-V/def2-TZVPD) results for one molecule with the formula C2H5NS2.

Cartesian coordinates (Å):
C -0.472 0.167 -0.025
C 0.769 -0.775 -0.102
N -0.093 1.484 0.057
S -1.894 -0.913 1.272
S -1.807 -0.657 -0.878
H -0.663 2.225 0.339
H 1.555 -0.122 0.319
H 0.801 -0.823 -1.203
H 0.894 -1.794 0.279
H 0.910 1.209 -0.058

Atoms 1-6, force components in eV/Å:
C -2.0 -3.4 1.0
C 0.1 1.9 -1.0
N 1.7 -4.4 -1.1
S 0.9 1.1 -1.5
S -0.4 0.9 1.2
H -0.3 1.2 0.2

HOMO level: -7.86 eV
LUMO level: 0.23 eV
Structure (SMILES): CC1(N)SS1
Spin multiplicity: 1

(6)
DFT (ωB97M-V/def2-TZVPD) results for one molecule with the formula C2H5NS2.

Cartesian coordinates (Å):
C 0.451 1.151 -0.047
C 0.611 -0.309 0.036
H 1.478 1.656 -0.227
H -0.141 1.714 0.823
H 0.074 1.305 -1.120
H -0.114 -2.003 -0.341
H -2.155 -1.336 1.245
N -0.417 -1.067 -0.334
S 2.257 -0.710 0.011
S -2.044 -0.401 -0.047

Atoms 1-6, force components in eV/Å:
C 0.1 3.7 -0.5
C 3.3 1.2 -1.2
H -1.7 -0.9 1.2
H 1.0 -1.3 -2.2
H -0.6 0.2 1.7
H -0.8 -1.8 -0.3

HOMO level: -8.17 eV
LUMO level: -0.26 eV
Structure (SMILES): CC(=S)NS
Spin multiplicity: 1

(7)
DFT (ωB97M-V/def2-TZVPD) results for one molecule with the formula C2H5NS2.

Cartesian coordinates (Å):
C -0.479 0.098 -1.731
C 0.471 -0.540 1.664
H -1.534 0.175 -1.614
H -0.097 -0.900 -1.519
H -0.125 0.400 -2.745
H -0.137 1.239 1.536
H 0.101 -0.306 2.684
N 0.093 0.541 0.921
S 0.362 1.153 -0.622
S 1.346 -1.860 1.425

Atoms 1-6, force components in eV/Å:
C 0.8 -0.8 -0.5
C -0.1 1.0 0.9
H -0.9 -0.1 -0.2
H -0.3 -0.2 -0.3
H -0.4 -0.2 0.7
H -1.3 2.1 1.3

HOMO level: -8.64 eV
LUMO level: 0.55 eV
Structure (SMILES): CSNC=S
Spin multiplicity: 1

(8)
DFT (ωB97M-V/def2-TZVPD) results for a 2-piece molecular cluster, C2H5NSi overall.

Cartesian coordinates (Å):
C 3.161 -0.553 0.093
C -0.891 -0.734 0.078
N 2.392 0.291 0.317
Si -0.062 1.002 -0.281
H -1.330 -1.304 -0.802
H -0.410 -1.478 0.722
H -1.724 -0.392 0.712
H -0.283 1.500 -1.563
H -0.853 1.668 0.723

Atoms 1-6, force components in eV/Å:
C 0.7 -0.8 -0.2
C -0.4 0.1 -0.9
N -3.6 2.0 -0.5
Si 0.9 -4.6 2.4
H 0.7 0.9 0.9
H 0.5 0.4 -0.3

HOMO level: -9.81 eV
LUMO level: -1.88 eV
Spin multiplicity: 1

The calculation returns the following energy relative to the best compared isomer or geometry (same formula, charge and spin) values, one per record and in order: 672.09; 100.73; 299.03; 93.86; 262.35; 246.73; 130.49; 285.22 kJ/mol.
The calculation returns the following largest force on an atom values, one per record and in order: 3.315; 3.331; 2.963; 2.202; 4.821; 4.882; 2.800; 5.223 eV/Å.